Below is a structure of composition C30H42BrMnN4O3Si2, with properties calculated with the ωB97M-V functional and the def2-TZVPD basis.

XYZ file:
```
83
Properties=species:S:1:pos:R:3:forces:R:3
Mn 0.147089 0.113702 0.058971 0.69 0.18 0.22
O 3.944388 -3.069893 -0.454475 -0.06 0.06 -0.01
C 4.368053 -2.182966 -1.412048 0.01 -0.05 0.00
C 5.577151 -2.334997 -2.075883 -0.01 -0.01 0.02
C 5.942392 -1.417625 -3.050111 0.01 0.01 -0.03
C 5.102525 -0.357743 -3.359818 0.01 0.00 0.00
C 3.898767 -0.217044 -2.682326 0.00 0.04 0.03
C 3.521159 -1.118631 -1.700111 -0.02 0.05 -0.06
C 2.224856 -0.965439 -0.945004 -0.21 0.18 -0.21
O 1.646928 0.282367 -1.098530 0.08 -0.26 0.17
N 1.235904 -1.974667 -1.427862 -0.21 0.20 0.00
N -0.060041 -1.620360 -0.900931 0.16 -0.08 -0.20
C -0.710667 -0.738838 -1.679267 -0.22 -0.12 0.32
C -2.197856 -0.651694 -1.666709 -0.09 0.05 -0.15
Br -2.984225 0.399624 -0.275428 -0.17 0.15 -0.13
C -2.956176 -1.240904 -2.583602 0.04 0.03 0.06
C -4.430673 -1.222761 -2.718461 0.06 0.04 0.00
C -5.128513 -2.429162 -2.735189 0.01 -0.02 0.02
C -6.509242 -2.442989 -2.870638 0.02 0.01 0.00
C -7.206165 -1.250496 -3.009693 -0.02 -0.01 -0.01
C -6.516579 -0.046077 -3.012135 0.03 0.02 0.00
C -5.136561 -0.030609 -2.867417 0.01 0.01 0.04
H 4.626108 -3.730044 -0.309182 0.08 -0.09 0.02
H 6.226720 -3.170610 -1.833426 -0.02 0.03 -0.01
H 6.886489 -1.537365 -3.568396 -0.04 0.01 0.02
H 5.385678 0.356858 -4.121934 -0.01 -0.02 0.02
H 3.229942 0.606998 -2.897346 0.03 -0.03 -0.01
H 2.426244 -1.160236 0.121423 0.08 -0.04 0.14
H 1.467695 -2.855927 -0.984734 0.01 -0.11 0.04
H -0.237802 -0.405315 -2.590412 0.12 0.10 -0.17
H -2.412063 -1.852096 -3.301058 -0.02 0.00 0.00
H -4.581653 -3.360127 -2.625603 -0.04 0.05 -0.01
H -7.042104 -3.385794 -2.870658 0.02 0.02 0.00
H -8.283904 -1.259927 -3.123247 0.05 0.00 0.01
H -7.055391 0.886495 -3.128703 0.02 -0.03 0.00
H -4.598526 0.910754 -2.871557 -0.03 -0.06 0.00
C -3.236298 -1.512797 3.117694 -0.14 -0.04 0.05
Si -1.739691 -2.023094 2.098546 0.20 0.09 -0.02
C -0.750747 -3.402419 2.900905 -0.02 -0.07 0.01
C -2.489254 -2.809381 0.583532 -0.21 -0.11 -0.07
N -0.628865 -0.640471 1.839445 -0.12 0.14 0.01
C -0.079730 -0.023451 2.897763 -0.05 0.07 -0.07
C -0.418737 -0.265471 4.268437 0.04 -0.09 -0.11
C 0.282180 0.287670 5.296944 0.07 0.03 -0.01
C 1.389626 1.130814 5.036108 -0.06 -0.02 0.03
C 1.715478 1.452752 3.753975 -0.02 -0.01 -0.07
C 0.963716 0.970748 2.636965 -0.04 -0.03 -0.07
N 1.161038 1.331189 1.362811 -0.13 0.01 0.06
Si 2.492940 2.426308 0.905053 -0.08 -0.17 0.01
C 4.109104 1.519768 1.121062 0.14 -0.03 0.01
C 2.453814 4.018783 1.913351 -0.03 0.15 0.00
C 2.453898 3.105025 -0.839744 0.07 0.07 -0.14
H -4.017363 -2.264140 2.954132 0.04 0.07 0.03
H -3.630004 -0.556980 2.758176 0.04 -0.05 0.02
H -3.084362 -1.426328 4.194897 -0.05 -0.03 -0.10
H -1.425996 -4.225778 3.163014 0.08 0.08 -0.01
H -0.196504 -3.117523 3.794978 -0.02 0.06 0.01
H -0.030465 -3.791403 2.171927 -0.06 0.05 0.05
H -2.934770 -3.741691 0.957772 0.04 0.06 -0.05
H -1.770225 -3.052985 -0.196378 -0.07 -0.02 0.11
H -3.299318 -2.215275 0.150511 0.11 -0.22 0.11
H -1.243434 -0.918343 4.499205 0.03 -0.05 -0.03
H 0.002059 0.066746 6.319647 0.00 0.01 -0.03
H 1.971625 1.527546 5.858910 -0.01 -0.01 -0.03
H 2.561744 2.095265 3.577396 0.03 0.03 -0.03
H 4.229029 1.097885 2.123355 -0.02 0.03 -0.08
H 4.951027 2.196189 0.931502 -0.07 -0.08 0.04
H 4.170772 0.701316 0.397151 0.01 0.04 0.04
H 2.917687 3.988672 2.899347 -0.01 -0.04 -0.05
H 1.422080 4.363036 2.046377 0.07 -0.02 0.01
H 2.978134 4.786731 1.330884 -0.07 -0.07 0.08
H 2.347238 2.354975 -1.624580 -0.02 0.08 0.12
H 3.439942 3.569616 -0.971746 -0.09 -0.01 0.00
H 1.726458 3.913236 -0.957799 -0.01 -0.03 -0.02
C -1.232239 4.504393 -1.366254 -0.06 0.08 -0.02
C -0.998355 3.362476 -0.400396 0.04 0.00 -0.03
O -0.519861 2.191399 -1.065343 -0.15 -0.13 0.06
H -1.677224 5.356018 -0.843446 0.05 -0.07 -0.04
H -1.913006 4.192867 -2.160812 0.02 0.01 0.04
H -0.301917 4.844869 -1.827140 0.00 -0.03 0.02
H -1.936114 3.069091 0.065588 -0.02 -0.05 0.03
H -0.310901 3.646993 0.401313 0.04 0.01 0.00
H 0.315845 2.388689 -1.503535 0.10 0.03 -0.01
```
Forces are in eV/Å.

Values from the calculation:
* E_tot: -5917.1411 hartree
* orbital gap (alpha / beta): 0.2702 / 0.2316 Ha
* 2S+1: 5

=====

Below is a cluster of 9 separate species, C30H42F6O24S3 in total in a non-equilibrium geometry, with properties calculated with the ωB97M-V functional and the def2-TZVPD basis.

XYZ file:
```
105
Properties=species:S:1:pos:R:3:forces:R:3
C 1.005711 -31.882031 -8.598342 0.64 0.14 1.07
C 0.846565 -33.328083 -9.023280 0.64 -0.27 -1.40
C 0.005918 -34.045061 -7.991385 -0.02 -0.18 -0.03
S 0.691824 -33.447145 -6.448224 -0.37 2.66 1.13
O 1.667738 -34.331366 -5.844111 -0.59 0.04 -0.76
O -0.413091 -32.943430 -5.646384 0.46 -0.52 -0.10
C 1.574874 -31.941445 -7.151398 -0.35 -1.06 -0.47
H 0.062635 -31.335772 -8.615626 -0.06 -0.07 0.02
H 1.669177 -31.444680 -9.344420 0.12 0.42 0.39
H 1.843014 -33.738178 -9.187648 0.11 -0.27 0.41
H 0.459106 -33.255215 -10.039484 -0.64 -0.67 0.10
H -0.014408 -35.113833 -7.778305 0.40 -0.22 -0.96
H -1.015978 -33.727148 -8.198227 -0.10 0.16 0.90
H 2.626977 -32.224250 -7.116641 0.03 0.09 -0.20
H 1.413554 -31.079274 -6.504302 -0.27 -0.21 -0.07
C 11.953332 -26.951152 -5.159473 -0.11 2.66 -1.06
C 12.176008 -26.650730 -6.686014 -0.72 -1.40 -0.25
C 11.388475 -25.396651 -7.156758 0.74 -0.14 1.27
S 9.918168 -25.167679 -6.062920 -0.31 -1.00 -1.96
O 8.685328 -25.609445 -6.817913 2.82 0.87 2.06
O 9.966301 -23.836969 -5.496214 -0.25 -0.49 0.06
C 10.486782 -26.499626 -4.897418 -1.05 -1.04 -0.37
H 12.635375 -26.268223 -4.652979 -0.11 0.00 0.48
H 12.294100 -27.957817 -4.917379 -0.77 -0.03 0.08
H 11.887985 -27.584672 -7.168608 -0.33 0.20 -0.52
H 13.234498 -26.543680 -6.923174 -0.03 0.20 0.13
H 11.121633 -25.260927 -8.204831 -0.01 -0.41 0.16
H 12.109445 -24.635112 -6.859501 -0.57 0.73 -0.15
H 9.766085 -27.220582 -5.283298 0.24 -0.66 0.04
H 10.133312 -26.346925 -3.877684 0.45 0.51 0.00
C 3.484781 -29.897248 0.221517 1.12 -1.52 -1.52
C 3.713867 -28.544065 0.904482 -0.26 -0.33 -1.29
C 4.744718 -27.774052 0.082760 0.16 0.18 -0.66
S 5.140580 -28.607731 -1.570203 -1.58 -0.92 1.58
O 6.449917 -29.236830 -1.471518 -0.87 0.53 -0.31
O 4.784624 -27.699622 -2.642223 0.53 -0.44 0.33
C 3.768721 -29.937993 -1.383316 0.18 1.54 1.26
H 2.574482 -30.422117 0.511290 -0.23 0.36 -0.29
H 4.271148 -30.521838 0.645351 0.11 -0.29 -0.14
H 4.053134 -28.770034 1.915386 -0.18 0.41 -0.01
H 2.818220 -27.923302 0.880425 -0.12 -0.29 0.48
H 5.681014 -27.608048 0.615569 0.01 0.07 -0.31
H 4.244905 -26.846625 -0.196810 0.69 0.19 -0.19
H 4.084608 -30.863469 -1.864787 0.52 -0.15 0.78
H 2.920060 -29.656654 -2.006782 -0.05 0.66 0.29
C 6.245322 -18.360169 -10.338745 2.64 1.25 -2.10
C 5.368521 -17.598573 -11.362820 -1.87 -0.42 0.48
O 4.222665 -18.438051 -11.356911 -0.95 0.64 0.58
C 4.270294 -19.351628 -10.366614 -1.71 -2.54 -0.80
O 3.283135 -19.981789 -9.992570 3.72 1.82 -0.54
O 5.646013 -19.569354 -10.140530 -3.11 -1.13 1.63
F 5.691798 -17.485351 -12.683380 0.92 -0.19 0.80
H 6.464845 -17.784467 -9.439591 -0.42 -0.03 0.11
H 7.192022 -18.602071 -10.821780 0.30 0.34 0.08
H 5.010843 -16.633665 -11.003477 0.48 0.23 -0.23
C 6.058494 -21.670961 -1.587566 -0.70 1.62 0.61
C 4.903485 -21.443440 -2.571173 2.34 -0.69 -2.15
O 3.784799 -21.043611 -1.901161 0.29 0.61 0.41
C 3.952299 -21.272969 -0.593586 -1.00 -1.45 3.03
O 3.066661 -21.095376 0.243609 3.85 -0.66 -2.59
O 5.279219 -21.916766 -0.402218 -2.17 0.79 0.31
F 4.641551 -22.665290 -3.165988 -0.25 -0.12 0.13
H 6.749093 -20.863480 -1.344339 -0.84 1.30 -0.21
H 6.890230 -22.284722 -1.933423 -1.16 -1.82 0.20
H 5.164805 -20.800187 -3.411425 -0.36 0.40 0.25
C -3.212381 -22.587979 -10.957575 2.75 -3.70 0.24
C -2.339921 -21.573520 -10.316255 -0.94 -0.13 -0.96
O -3.338388 -20.671082 -9.953267 1.20 2.17 2.28
C -4.575866 -21.126902 -10.086311 -4.98 3.06 0.43
O -5.633256 -20.487067 -9.776101 5.01 -3.18 -1.21
O -4.510303 -22.293781 -10.716795 -2.73 0.66 -0.44
F -1.528514 -20.971781 -11.211570 0.44 0.41 -0.20
H -3.035280 -23.490082 -10.371951 0.15 -0.55 -0.44
H -2.857383 -22.788432 -11.968470 -0.82 0.26 -0.34
H -1.714632 -22.058092 -9.566396 -0.09 0.98 0.64
C 3.272826 -25.936591 -8.099191 -0.51 0.17 1.11
C 3.411850 -25.434663 -9.502733 -0.58 1.25 1.45
O 2.066821 -25.356417 -9.989162 1.76 1.07 -0.52
C 1.313867 -26.168854 -9.284547 -0.60 -2.44 1.19
O 0.274193 -26.635680 -9.649900 0.63 0.73 0.81
O 1.986466 -26.536958 -8.107326 -1.28 0.31 -0.81
F 4.090820 -26.314296 -10.198807 1.07 -1.06 -1.84
H 3.362295 -25.095707 -7.411423 -0.60 0.12 0.19
H 3.986076 -26.663182 -7.710048 0.17 -0.11 -0.74
H 3.870542 -24.446017 -9.485565 -0.04 -0.02 -0.78
C -2.915058 -27.721093 -5.773615 0.04 0.96 -1.39
C -3.693992 -26.389696 -5.584081 0.86 -2.59 -0.35
O -4.630935 -26.386158 -6.622511 -0.24 -0.62 1.05
C -4.639618 -27.605915 -7.253119 -1.15 0.83 -1.33
O -5.317776 -27.733146 -8.245536 1.50 -0.88 1.88
O -3.822592 -28.474135 -6.602385 -0.28 -0.41 -0.16
F -2.833361 -25.437852 -5.896140 1.10 2.15 0.56
H -2.440804 -28.180828 -4.906537 -1.15 -0.58 0.14
H -2.057783 -27.475934 -6.400569 0.05 0.11 -0.20
H -4.038603 -26.378631 -4.550052 -0.71 1.03 -0.24
C 9.444453 -25.195268 -12.556866 2.13 1.22 1.43
C 8.875969 -26.532297 -12.296811 -1.45 -0.15 0.52
O 9.845830 -27.504712 -12.457783 0.07 -0.24 0.37
C 10.986470 -26.879649 -12.725311 4.42 -1.71 -1.11
O 12.071620 -27.419885 -12.944512 -3.03 1.14 0.71
O 10.832569 -25.572221 -12.720835 -0.11 2.08 -0.46
F 8.039576 -26.621661 -13.328426 -2.42 -1.50 -1.22
H 9.364770 -24.457077 -11.758853 0.26 -0.35 0.42
H 8.988265 -24.674755 -13.398931 0.44 -0.62 -0.46
H 8.390211 -26.720551 -11.339361 -0.34 0.14 -0.15
```
Forces are in eV/Å.

Values from the calculation:
* E_tot: -4767.6704 hartree
* SMILES: O=C1OC[C@@H](F)O1.O=C1OC[C@@H](F)O1.O=C1OC[C@@H](F)O1.O=C1OC[C@@H](F)O1.O=C1OC[C@@H](F)O1.O=C1OC[C@@H](F)O1.O=S1(=O)CCCC1.O=S1(=O)CCCC1.O=S1(=O)CCCC1
* orbital gap: 0.3681 Ha